The following is a quantum chemistry calculation of a molecular structure, C30H42Cl2IrN6O3, from the Open Molecules 2025 dataset.

## Properties
Orbital gap (spin up / spin down), eV: 7.68 / 5.99
DFT total energy, Eh: -2746.02092
LUMO level (spin up / spin down), eV: -10.29 / -12.32
Total charge: +4
⟨S²⟩: 0.78
Spin multiplicity: 2
Energy relative to the best compared isomer or geometry (same formula, charge and spin), eV: 0.0000

Geometry as XYZ:
```
84
C30H42Cl2IrN6O3 (ωB97M-V/def2-TZVPD)
Ir 0.037 -0.005 -0.032
O -0.130 -0.165 2.022
C -1.337 -0.863 2.446
C -1.677 -1.899 1.399
C -2.481 -2.979 1.718
C -2.843 -3.871 0.725
C -2.392 -3.652 -0.571
C -1.584 -2.566 -0.814
N -1.221 -1.690 0.140
H 0.029 0.620 2.567
H -2.145 -0.134 2.539
H -1.143 -1.323 3.414
H -2.818 -3.116 2.737
H -3.465 -4.726 0.955
H -2.662 -4.318 -1.378
H -1.228 -2.375 -1.816
N 0.607 1.132 -4.819
C -0.772 0.871 -4.284
C -0.772 0.952 -2.764
N 0.189 0.005 -2.130
C 1.550 0.273 -2.681
C 1.600 0.187 -4.199
H 0.882 2.102 -4.637
H 0.614 1.028 -5.840
H -1.062 -0.115 -4.649
H -1.452 1.607 -4.711
H -1.777 0.737 -2.402
H -0.501 1.958 -2.429
H -0.070 -0.936 -2.424
H 2.246 -0.456 -2.276
H 1.851 1.260 -2.322
H 1.343 -0.808 -4.565
H 2.592 0.443 -4.568
C 0.956 -3.627 1.180
C 1.491 -3.406 -0.226
N 2.808 -2.770 -0.211
C 3.952 -3.682 -0.493
C 4.178 -4.727 0.585
C 2.973 -1.499 0.088
C 4.367 -0.979 0.353
N 2.012 -0.578 0.193
H 0.005 -4.157 1.139
H 0.819 -2.679 1.703
H 1.644 -4.231 1.767
H 0.815 -2.794 -0.824
H 1.608 -4.355 -0.748
H 4.843 -3.084 -0.642
H 3.727 -4.151 -1.453
H 4.394 -4.270 1.551
H 5.034 -5.340 0.308
H 3.327 -5.397 0.694
H 4.959 -1.692 0.920
H 4.323 -0.055 0.925
H 4.890 -0.773 -0.583
H 2.450 0.299 0.448
Cl -3.843 6.944 1.433
C -4.988 5.672 1.472
C -6.211 5.913 2.048
C -7.108 4.871 2.258
C -6.776 3.550 1.927
C -5.567 3.297 1.357
Cl -5.141 1.677 0.931
C -4.647 4.345 1.057
N -3.462 4.018 0.477
C -2.772 4.764 -0.469
C -3.493 5.581 -1.349
C -2.831 6.371 -2.266
C -1.441 6.351 -2.312
C -0.725 5.520 -1.451
C -1.364 4.702 -0.536
C -0.528 3.922 0.459
C -0.434 2.449 0.184
O 0.717 1.924 -0.084
O -1.427 1.655 0.230
H -6.446 6.920 2.364
H -8.069 5.080 2.709
H -7.467 2.739 2.106
H -3.119 3.076 0.665
H -4.575 5.575 -1.313
H -3.395 7.007 -2.934
H -0.911 6.992 -3.003
H 0.358 5.546 -1.470
H -0.923 4.055 1.472
H 0.489 4.310 0.457
```